Run P
C2H2OS as an isolated structure. Source: OMol25; level of theory: ωB97M-V/def2-TZVPD.

CARTESIAN COORDINATES (ANGSTROEM)
C (0.085, -0.648, 0.501)
C (0.520, 0.231, -0.142)
O (-0.281, -1.628, 1.304)
S (0.989, 1.653, -1.935)
H (-1.007, -1.507, 1.964)
H (-0.305, 1.898, -1.692)

Its HOMO-LUMO gap is 8.1 eV. The multiplicity is 1.

Run Q
One molecule with the formula C2H2OS. Source: OMol25; level of theory: ωB97M-V/def2-TZVPD.

CARTESIAN COORDINATES (ANGSTROEM)
O (0.139, 2.808, -0.506)
C (-0.014, 1.830, 0.151)
C (-0.153, 0.379, 0.131)
S (-0.704, 1.300, 1.644)
H (-0.950, 0.246, -0.551)
H (0.613, -0.386, 0.445)

Its HOMO-LUMO gap is 10.3 eV. Its SMILES is O=C1CS1. The multiplicity is 1.

Q: Which of them is the most stable? A: run Q.

Run P
C9H12O2 as an isolated structure. Source: OMol25; level of theory: ωB97M-V/def2-TZVPD.

CARTESIAN COORDINATES (ANGSTROEM)
C (-1.383, 0.910, -1.188)
C (-1.132, 0.287, 0.058)
C (-1.292, 1.394, 1.180)
C (0.442, 0.022, 0.089)
C (1.205, 1.206, -0.070)
C (2.626, 0.969, -0.136)
C (3.089, -0.273, -0.120)
C (2.364, -1.528, 0.038)
C (0.917, -1.364, 0.132)
H (-1.365, 0.106, -1.970)
H (-2.431, 1.433, -1.480)
H (-0.580, 1.620, -1.510)
H (-1.406, 2.606, 0.624)
H (-2.418, 1.084, 1.790)
H (-0.360, 1.195, 2.156)
H (-3.442, -1.005, 0.892)
H (0.592, 2.225, -0.278)
H (3.272, 1.851, 0.106)
H (4.257, -0.149, -0.009)
H (3.004, -2.546, 0.193)
H (0.314, -2.155, 0.743)
O (-1.786, -1.044, 0.015)
O (-3.272, -0.955, -0.160)

Its HOMO-LUMO gap is 9.6 eV. The multiplicity is 1.

Run Q
One molecule with the formula C9H12O2. Source: OMol25; level of theory: ωB97M-V/def2-TZVPD.

CARTESIAN COORDINATES (ANGSTROEM)
C (2.078, 1.524, 0.495)
C (2.036, 0.271, -0.457)
C (2.175, -1.106, 0.181)
O (1.324, -1.250, 1.295)
O (0.855, 0.289, -1.268)
C (-0.376, 0.188, -0.616)
C (-0.961, -1.050, -0.639)
C (-2.287, -1.125, -0.192)
C (-2.940, -0.068, 0.399)
C (-2.297, 1.152, 0.464)
C (-1.033, 1.257, -0.082)
H (2.170, 2.436, -0.178)
H (1.183, 1.684, 1.131)
H (2.873, 1.414, 1.247)
H (2.830, 0.350, -1.201)
H (2.029, -1.868, -0.612)
H (3.172, -1.328, 0.542)
H (0.396, -1.369, 0.940)
H (-0.463, -1.901, -1.042)
H (-2.848, -2.053, -0.149)
H (-4.025, -0.172, 0.747)
H (-2.630, 2.033, 1.012)
H (-0.484, 2.203, 0.031)

Its HOMO-LUMO gap is 10.1 eV. Its SMILES is C[C@@H](CO)Oc1ccccc1. The multiplicity is 1.

Q: Which of them is the most stable? A: run Q.

Run P
A 3-piece molecular cluster, C6H12Cl6 overall. Source: OMol25; level of theory: ωB97M-V/def2-TZVPD.

CARTESIAN COORDINATES (ANGSTROEM)
Cl (-21.253, -6.782, -1.891)
C (-21.000, -7.523, -3.479)
C (-20.329, -8.854, -3.325)
Cl (-20.198, -9.623, -4.921)
H (-20.378, -6.881, -4.103)
H (-21.964, -7.631, -3.970)
H (-20.883, -9.513, -2.657)
H (-19.324, -8.758, -2.920)
Cl (-24.985, -11.561, -0.959)
C (-23.640, -12.694, -0.595)
C (-22.328, -12.140, -1.039)
Cl (-22.187, -12.159, -2.830)
H (-23.867, -13.627, -1.101)
H (-23.675, -12.839, 0.482)
H (-21.497, -12.726, -0.654)
H (-22.203, -11.104, -0.735)
Cl (-20.880, -7.277, -7.479)
C (-21.562, -5.698, -6.978)
C (-20.473, -4.645, -7.010)
Cl (-21.160, -3.042, -6.717)
H (-21.922, -5.843, -5.962)
H (-22.398, -5.474, -7.633)
H (-19.947, -4.642, -7.960)
H (-19.757, -4.871, -6.221)

Its HOMO-LUMO gap is 11.3 eV. Its SMILES is ClCCCl.ClCCCl.ClCCCl. The multiplicity is 1.

Run Q
A 3-piece molecular cluster, C6H12Cl6 overall. Source: OMol25; level of theory: ωB97M-V/def2-TZVPD.

CARTESIAN COORDINATES (ANGSTROEM)
Cl (7.488, 5.088, 9.548)
C (7.826, 4.857, 7.799)
C (8.642, 6.005, 7.327)
Cl (9.032, 5.932, 5.566)
H (6.839, 4.818, 7.379)
H (8.316, 3.852, 7.807)
H (9.550, 6.058, 7.906)
H (8.038, 6.969, 7.554)
Cl (6.993, 8.822, 10.042)
C (6.857, 7.893, 11.630)
C (5.625, 8.199, 12.443)
Cl (5.562, 9.809, 13.150)
H (7.636, 8.295, 12.198)
H (7.005, 6.864, 11.289)
H (5.578, 7.469, 13.319)
H (4.742, 7.849, 11.827)
Cl (5.897, 6.521, 3.631)
C (6.386, 8.240, 4.098)
C (5.930, 8.338, 5.509)
Cl (6.342, 9.890, 6.328)
H (5.872, 9.004, 3.421)
H (7.453, 8.371, 4.072)
H (6.392, 7.607, 6.199)
H (4.892, 8.356, 5.700)

Its HOMO-LUMO gap is 11.4 eV. Its SMILES is ClCCCl.ClCCCl.ClCCCl. The multiplicity is 1.

Q: Which of them is the most stable? A: run P.

Run P
One molecule with the formula C9H14N2O7. Source: OMol25; level of theory: ωB97M-V/def2-TZVPD.

CARTESIAN COORDINATES (ANGSTROEM)
N (1.873, -2.823, -0.185)
C (1.647, -1.536, 0.377)
C (2.927, -0.719, 0.698)
C (3.427, 0.309, -0.294)
O (4.005, 0.015, -1.303)
O (2.904, 1.533, -0.033)
C (0.490, -0.776, -0.281)
O (0.067, -1.270, -1.276)
N (0.206, 0.479, 0.245)
C (-0.810, 1.235, -0.286)
C (-2.079, 0.933, 0.533)
C (-2.625, -0.470, 0.279)
C (-4.039, -0.432, -0.250)
O (-4.736, 0.409, -0.799)
O (-4.652, -1.618, -0.316)
C (-0.436, 2.792, -0.258)
O (-1.293, 3.613, -0.260)
O (0.879, 3.118, -0.327)
H (2.733, -2.735, -0.802)
H (1.149, -2.911, -0.822)
H (1.265, -1.769, 1.321)
H (2.724, -0.367, 1.644)
H (3.654, -1.506, 0.740)
H (3.372, 2.104, -0.706)
H (0.630, 0.711, 1.155)
H (-1.131, 0.976, -1.312)
H (-2.867, 1.643, 0.251)
H (-1.751, 1.171, 1.579)
H (-2.850, -0.940, 1.241)
H (-2.173, -1.255, -0.196)
H (-4.053, -2.361, -0.211)
H (1.541, 2.444, -0.145)

Its HOMO-LUMO gap is 10.2 eV. Its SMILES is N[C@@H](CC(=O)O)C(=O)N[C@@H](CCC(=O)O)C(=O)O. The multiplicity is 1.

Run Q
One molecule with the formula C9H14N2O7. Source: OMol25; level of theory: ωB97M-V/def2-TZVPD.

CARTESIAN COORDINATES (ANGSTROEM)
N (1.524, 0.709, -1.069)
C (1.965, -0.631, -1.096)
C (2.602, -1.250, 0.164)
C (1.591, -1.332, 1.264)
O (1.511, -0.570, 2.190)
O (0.595, -2.220, 1.068)
C (0.817, -1.476, -1.491)
O (1.046, -2.649, -1.698)
N (-0.441, -0.959, -1.426)
C (-1.051, -0.157, -0.371)
C (-1.483, 1.291, -0.842)
C (-1.790, 2.103, 0.394)
C (-0.631, 2.289, 1.335)
O (0.328, 2.992, 1.120)
O (-0.757, 1.518, 2.450)
C (-2.348, -0.826, 0.002)
O (-2.992, -1.420, -0.799)
O (-2.699, -0.659, 1.313)
H (2.081, 1.435, -0.624)
H (1.304, 0.906, -2.067)
H (2.690, -0.747, -1.918)
H (2.953, -2.249, -0.123)
H (3.460, -0.599, 0.462)
H (0.853, -2.846, 0.425)
H (-1.111, -1.543, -1.881)
H (-0.314, -0.045, 0.443)
H (-2.353, 1.132, -1.473)
H (-0.724, 1.729, -1.446)
H (-2.586, 1.701, 1.061)
H (-1.999, 3.101, -0.012)
H (0.069, 1.329, 2.868)
H (-2.109, -0.059, 1.779)

Its HOMO-LUMO gap is 10.2 eV. Its SMILES is N[C@@H](CC(=O)O)C(=O)N[C@@H](CCC(=O)O)C(=O)O. The multiplicity is 1.

Q: Which of them is the most stable? A: run Q.

Run P
An isolated ion of composition C3H6O2PS and charge -1. Source: OMol25; level of theory: ωB97M-V/def2-TZVPD.

CARTESIAN COORDINATES (ANGSTROEM)
C (-2.285, -0.417, -0.467)
C (-0.861, 0.154, -0.542)
C (0.054, -0.004, 0.400)
P (1.820, 0.290, 0.036)
O (1.939, 1.173, -1.135)
O (2.396, 1.132, 1.330)
S (2.729, -1.432, -0.090)
H (-2.383, -1.375, -1.051)
H (-2.888, 0.386, -0.901)
H (-2.421, -0.385, 0.584)
H (-0.683, 0.505, -1.460)
H (-0.345, -0.538, 1.355)
H (2.928, 0.511, 1.941)

As for the net charge: -1. Its HOMO-LUMO gap is 7.7 eV. Its SMILES is C/C=C/[P@@]([O-])(O)=S. The multiplicity is 1.

Run Q
A 2-piece molecular cluster, C3H6O2PS overall. Source: OMol25; level of theory: ωB97M-V/def2-TZVPD.

CARTESIAN COORDINATES (ANGSTROEM)
C (2.000, 0.478, -0.434)
C (1.274, 1.557, -0.436)
C (1.642, -0.789, 0.233)
O (-2.692, -0.737, -1.639)
O (-1.651, -0.595, 0.764)
P (-2.450, 0.186, -0.541)
S (-3.983, 0.989, 0.471)
H (2.689, 0.470, -1.276)
H (0.363, 1.799, 0.126)
H (2.671, -1.105, 0.566)
H (1.219, -1.630, -0.376)
H (0.994, -0.627, 1.151)
H (-2.077, 0.004, 1.391)

As for the net charge: -1. Its HOMO-LUMO gap (alpha / beta) is 7.7 / 5.8 eV. The multiplicity is 1.

Q: Which of them is the most stable? A: run P.

Run P
One molecule with the formula C7H12N4. Source: OMol25; level of theory: ωB97M-V/def2-TZVPD.

CARTESIAN COORDINATES (ANGSTROEM)
H (-2.203, -0.739, -1.488)
N (-2.000, 0.266, -1.715)
C (-0.842, 0.712, -1.510)
N (-0.804, 2.138, -1.505)
C (0.346, 2.811, -1.513)
N (1.303, 3.436, -1.400)
N (0.348, 0.164, -1.155)
C (0.297, -1.147, -0.452)
C (-0.205, -1.032, 0.941)
C (0.290, -1.715, 1.931)
C (1.723, -2.288, 2.047)
C (-0.442, -1.896, 3.187)
H (-1.704, 2.674, -1.683)
H (0.941, 0.863, -0.840)
H (1.285, -1.497, -0.482)
H (-0.406, -1.767, -1.139)
H (-1.279, -0.730, 1.117)
H (1.643, -3.387, 2.351)
H (2.271, -2.261, 1.122)
H (2.182, -1.768, 2.886)
H (-1.456, -1.592, 3.297)
H (-0.373, -2.967, 3.444)
H (0.162, -1.528, 4.060)

Its HOMO-LUMO gap is 10.0 eV. Its SMILES is [H]/N=C(/NC#N)NCC=C(C)C. The multiplicity is 1.

Run Q
One molecule with the formula C7H12N4. Source: OMol25; level of theory: ωB97M-V/def2-TZVPD.

CARTESIAN COORDINATES (ANGSTROEM)
C (2.366, -2.080, 0.388)
N (1.683, -0.895, 0.506)
C (1.101, 0.055, 0.107)
C (0.842, 1.345, -0.128)
C (2.087, 2.173, -0.466)
C (-0.416, 2.030, -0.252)
N (-1.632, 1.591, -0.340)
C (-1.853, 0.250, -0.164)
C (-3.345, -0.121, -0.142)
N (-0.914, -0.577, 0.079)
N (-1.063, -1.871, 0.349)
H (2.529, -2.527, 1.388)
H (3.321, -1.843, -0.068)
H (1.985, -2.732, -0.495)
H (1.882, 2.948, -1.218)
H (2.687, 1.347, -0.818)
H (2.528, 2.775, 0.397)
H (-0.309, 3.048, -0.423)
H (-3.508, -1.274, -0.210)
H (-3.747, 0.497, -0.842)
H (-3.941, 0.232, 0.764)
H (-1.946, -2.219, 0.615)
H (-0.338, -2.152, 0.973)

Its HOMO-LUMO gap is 8.2 eV. Its SMILES is CN=C=C(C)/C=N\C(C)=N\N. The multiplicity is 1.

Q: Which of them is the most stable? A: run P.